Molecular formula: C4H13N3
Method: DFT, wB97M-V/def2-TZVPD

Output
* LUMO level (alpha / beta): -3.093 / -3.587 eV
* DFT total energy: -324.05543 Eh
* ⟨S²⟩: 0.79
* HOMO-LUMO gap (alpha / beta): 7.56 / 9.86 eV

```
! wB97M-V def2-TZVPD RIJCOSX def2/J DEFGRID3
* xyz 1 2
N -1.902 1.907 -0.408
N -2.401 -0.739 0.134
N 3.157 -0.771 1.243
C -0.814 0.818 -0.874
C 0.998 0.109 -0.094
C 0.185 -1.171 -0.126
C -1.123 -0.393 -0.277
H 1.152 0.619 0.852
H 1.593 0.629 -0.818
H -1.466 2.819 -0.315
H 4.029 -0.225 1.343
H 3.607 -1.666 1.503
H 3.302 -0.944 0.233
H -2.610 2.078 -1.119
H 0.536 -1.709 -1.022
H 0.014 -1.888 0.658
H -2.368 -1.235 1.007
H -2.212 1.440 0.446
H -3.138 -0.914 -0.532
H -0.538 1.235 -1.833
*
```



Molecular formula: C47H53GeIrN8Se
Method: DFT, wB97M-V/def2-TZVPD

Output
* LUMO level (alpha / beta): 0.092 / -0.187 eV
* DFT total energy: -6843.17936 Eh
* ⟨S²⟩: 6.05
* HOMO-LUMO gap (alpha / beta): 3.16 / 5.46 eV

```
! wB97M-V def2-TZVPD RIJCOSX def2/J DEFGRID3
* xyz 0 5
Ir -0.367 -0.280 -0.467
Se -0.687 -0.386 -2.928
Ge 2.435 -2.307 0.918
N -2.922 -2.459 -0.281
N 2.064 2.185 1.484
N -2.341 2.060 -2.622
N 0.147 1.593 0.335
N 2.037 2.413 -0.845
N -4.421 -0.744 0.164
N -2.116 -0.455 0.649
N -1.667 1.674 -4.735
C -2.590 3.905 2.564
C -2.793 3.141 -3.406
C -3.753 -3.178 -1.265
C 4.288 -4.168 -0.435
C -0.898 2.293 1.005
C -2.235 0.353 1.790
C -2.447 2.844 -4.712
C 1.696 -4.913 2.184
C 6.223 -0.260 2.890
C -3.704 5.264 -4.061
C 1.060 -1.238 0.038
C -3.385 4.901 -5.379
C -0.750 1.226 -5.804
C 4.899 -4.881 -1.438
C 1.682 1.416 2.652
C -1.943 4.468 1.461
C -2.557 2.557 2.836
C -1.761 -3.241 0.128
C 3.323 -3.130 -0.712
C 1.537 -3.511 2.191
C -0.003 -5.216 3.828
C -3.061 1.881 3.974
C -2.790 3.687 -5.750
C 4.944 -0.796 0.916
C 3.056 3.250 1.710
C -1.562 1.238 -3.410
C 0.913 -5.751 2.939
C 3.955 -1.417 1.697
C -4.838 0.599 -0.284
C -2.796 -0.268 2.951
C -1.855 1.693 1.876
C 4.642 -4.550 -2.793
C 3.827 -3.442 -3.069
C 4.130 -1.418 3.099
C -3.034 0.526 4.075
C 1.437 2.064 0.337
C 3.101 -2.790 -2.044
C 0.527 -3.002 3.054
C -3.146 -1.208 0.192
C -5.500 -1.590 0.680
C -3.381 4.374 -3.063
C -0.158 -3.856 3.933
C 6.074 -0.255 1.518
C 3.480 2.477 -1.066
C -1.037 3.682 0.762
C 5.210 -0.755 3.702
C 1.220 2.768 -2.000
H -2.266 2.109 -1.613
H -2.131 5.528 1.281
H 1.184 0.484 2.250
H -4.201 -4.046 -0.769
H -0.462 2.041 -6.478
H 3.755 3.521 -1.018
H 0.377 -1.919 3.075
H -3.102 4.595 3.275
H 3.118 3.909 0.827
H -4.510 -2.513 -1.609
H 6.811 0.110 0.849
H -2.848 -1.322 2.896
H -1.130 0.446 -6.404
H 1.023 2.095 3.239
H -3.392 2.501 4.817
H 2.815 3.844 2.595
H -5.756 -2.381 -0.076
H 4.926 -0.767 -0.192
H 2.284 -2.195 -2.345
H 4.138 2.881 1.845
H -3.203 -3.547 -2.154
H -0.686 -5.884 4.330
H -2.149 -4.219 0.378
H -4.555 0.721 -1.372
H 2.479 -5.336 1.586
H -5.136 -2.164 1.550
H -1.304 -2.825 1.041
H 3.957 1.916 -0.286
H 5.034 -5.186 -3.555
H -1.051 -3.306 -0.724
H 4.559 -4.466 0.615
H 5.606 -5.673 -1.231
H -5.924 0.631 -0.123
H 5.340 -0.680 4.811
H 1.473 3.813 -2.264
H -0.504 4.159 -0.069
H 2.561 1.204 3.257
H 1.344 2.064 -2.863
H 3.535 -3.235 -4.093
H -2.576 3.513 -6.812
H 0.163 0.852 -5.316
H -4.384 1.430 0.226
H -6.386 -1.035 0.940
H -3.655 5.593 -6.184
H 3.685 2.103 -2.068
H -3.461 4.570 -1.997
H 3.358 -1.903 3.708
H 7.099 0.209 3.330
H -0.963 -3.535 4.680
H 0.154 2.810 -1.791
H 0.917 -6.814 2.832
H -4.161 6.188 -3.840
H -3.206 0.046 5.052
*
```



Molecular formula: C3H10N2S2
Method: DFT, wB97M-V/def2-TZVPD

Output
* LUMO level: 0.496 eV
* DFT total energy: -1026.17002 Eh
* HOMO-LUMO gap: 9.45 eV
* SMILES: [H]/N=C/NC.CSS

```
! wB97M-V def2-TZVPD RIJCOSX def2/J DEFGRID3
* xyz 0 1
S -0.858 1.314 -2.168
S 0.242 3.016 -1.765
N -2.542 -2.545 1.889
N -1.024 -1.137 0.859
C 1.907 2.381 -1.465
C -1.471 -1.868 1.931
C 0.399 -0.879 0.721
H 1.937 1.747 -0.581
H 0.832 -0.734 1.716
H -0.820 -1.744 2.807
H 2.513 3.270 -1.299
H 0.927 -1.693 0.227
H -1.492 -1.389 0.000
H -0.654 1.315 -3.493
H 2.289 1.851 -2.331
H -2.743 -2.944 2.802
H 0.557 0.039 0.150
*
```



> Among the records above, which one has the highest DFT total energy?

C4H13N3



> DFT total energy of number 1 (C4H13N3)?

-324.05543 Eh



> Which of these has the lowest DFT total energy?

C47H53GeIrN8Se



> Among the records above, which one has the lowest DFT total energy?

C47H53GeIrN8Se